{
  "formula": "C8H16Cl2InN2S",
  "method": "wB97M-V/def2-TZVPD",
  "species": ["C", "H", "H", "H", "H", "H", "H", "C", "S", "C", "H", "N", "H", "In", "H", "Cl", "H", "H", "C", "C", "H", "C", "H", "C", "Cl", "C", "H", "H", "N", "H"],
  "xyz": [[-2.43, 0.94, -1.39], [-2.86, 1.81, -1.93], [0.32, 0.96, 4.54], [-0.10, -1.99, 2.74], [-0.67, 1.87, 3.49], [-0.03, -1.46, -1.38], [-0.96, 2.41, -0.57], [-2.35, -0.32, -2.29], [-1.18, 0.26, 1.47], [4.79, -0.30, -0.01], [5.14, -0.64, -1.01], [-0.51, 0.97, 3.95], [0.13, -1.42, 4.38], [2.67, -0.14, 0.11], [-2.47, -1.17, -1.59], [1.37, -2.26, 0.85], [-0.85, 0.29, -3.76], [1.06, -0.65, -2.45], [-0.61, -0.05, 3.03], [0.03, 0.69, -1.07], [-1.04, -1.44, -3.55], [0.09, -0.53, -1.95], [-3.23, -0.34, -2.95], [-1.01, -0.49, -3.01], [2.66, 0.59, 2.46], [-1.08, 1.35, -0.89], [5.52, 0.42, 0.52], [-3.08, 0.76, -0.51], [-0.30, -1.29, 3.46], [0.98, 1.20, -0.69]],
  "total_charge": -1,
  "total_energy_ha": -1932.6557,
  "multiplicity": 1,
  "homo_energy_ev": [-3.418, -3.418],
  "orbital_gap_ha": [0.2234, 0.2234],
  "fmax_ev_per_a": 2.61
}

{
  "formula": "C41H37ClGeN4O2Pd",
  "method": "wB97M-V/def2-TZVPD",
  "species": ["H", "C", "C", "H", "C", "O", "C", "H", "N", "H", "H", "C", "C", "N", "H", "C", "H", "C", "H", "H", "Ge", "C", "C", "H", "C", "C", "C", "H", "Pd", "C", "H", "C", "C", "H", "N", "C", "C", "O", "C", "H", "H", "H", "C", "H", "H", "H", "H", "C", "H", "H", "H", "C", "C", "H", "C", "H", "H", "H", "H", "H", "Cl", "C", "C", "H", "C", "C", "H", "C", "C", "C", "C", "H", "C", "H", "C", "C", "C", "N", "C", "C", "H", "C", "C", "H", "H", "C", "H"],
  "xyz": [[-5.43, -3.88, 0.79], [3.55, -4.50, 0.57], [3.14, 1.51, -3.94], [1.06, -1.90, 2.37], [-1.42, -0.99, -2.62], [1.50, -2.32, -1.42], [-4.26, -1.89, 3.26], [3.92, -0.15, -1.28], [2.53, -3.99, -0.31], [-3.02, -1.02, -5.61], [2.85, 0.87, -4.77], [-4.95, -2.93, 2.65], [-4.24, 3.64, 0.85], [0.80, 1.98, -0.16], [-4.38, 1.62, 1.56], [2.59, 2.51, -1.78], [2.17, -5.71, -1.45], [-2.24, 2.70, -0.81], [-0.83, -1.54, -4.60], [-2.99, -0.20, 2.96], [-2.10, -0.04, 0.11], [-0.19, 3.96, 2.76], [3.22, -0.40, -0.48], [3.18, -3.09, 2.15], [-3.59, 4.51, 0.00], [-2.46, -0.53, -1.80], [1.63, -4.97, -0.85], [-4.30, -1.77, 4.34], [0.19, 0.20, -1.17], [0.10, 3.61, 1.46], [-0.45, -1.26, -2.15], [4.39, 2.09, -3.93], [-0.19, 3.00, 3.76], [4.76, -1.39, 1.26], [3.29, -1.80, -0.13], [-1.63, -1.17, -3.98], [-4.13, -2.20, 0.52], [1.01, 1.21, -3.06], [0.06, 1.65, 3.45], [2.18, -0.19, -0.83], [4.17, 3.72, -0.97], [-3.86, 5.56, 0.00], [-2.87, 1.82, 0.06], [4.84, -3.75, 2.14], [4.41, -4.88, 0.00], [0.16, 4.37, 0.70], [5.09, 1.92, -4.74], [4.73, 2.90, -2.86], [-4.85, -0.17, -4.19], [-2.07, 4.72, -1.50], [-1.45, 2.33, -1.47], [-3.68, -0.23, -2.39], [2.39, -2.66, -0.66], [1.11, -5.49, -0.04], [-3.87, 2.30, 0.89], [3.42, 0.22, 0.40], [-5.03, 4.00, 1.50], [-4.07, -2.33, -0.55], [5.26, -2.52, -0.02], [2.30, 3.34, 0.15], [6.31, 3.65, -2.81], [-4.89, -3.08, 1.27], [0.79, -0.92, 2.73], [0.90, -4.45, -1.47], [1.85, 2.66, -0.59], [-3.89, -0.41, -3.75], [1.24, -1.24, 4.78], [0.31, 2.26, 1.09], [3.86, 3.11, -1.81], [-3.45, -1.14, 1.11], [-2.59, 4.04, -0.83], [0.30, 0.97, 5.48], [2.17, 1.70, -2.92], [-4.48, 0.14, -1.77], [4.01, -3.40, 1.52], [-3.53, -1.01, 2.49], [-0.32, -0.73, 0.68], [0.22, -0.10, 1.77], [0.34, 0.69, 4.44], [0.83, -0.56, 4.04], [3.12, -5.35, 1.13], [-2.86, -0.88, -4.55], [4.42, -2.23, 0.64], [-0.33, 3.28, 4.80], [-0.38, 5.00, 3.01], [0.15, 1.27, 2.09], [-5.52, -3.64, 3.25]],
  "total_charge": -2,
  "total_energy_ha": -4618.9559,
  "multiplicity": 1,
  "homo_energy_ev": [0.881, 0.814],
  "orbital_gap_ha": [0.1236, 0.1261],
  "fmax_ev_per_a": 3.09
}

{
  "formula": "HN2O3S",
  "method": "wB97M-V/def2-TZVPD",
  "species": ["H", "O", "O", "N", "N", "O", "S"],
  "xyz": [[-2.19, -0.73, -0.19], [-2.32, 1.29, 0.43], [-0.12, 0.06, 0.65], [1.86, -0.35, -0.18], [1.81, -1.46, 0.00], [2.24, 0.73, -0.50], [-1.28, 0.46, -0.21]],
  "total_charge": -1,
  "total_energy_ha": -733.9671,
  "multiplicity": 1,
  "homo_energy_ev": -3.151,
  "orbital_gap_ha": 0.2677,
  "fmax_ev_per_a": 3.29
}